Entry 1:
Computed, not measured: C44H38Cl3N7O4PS2Y as an isolated structure in a non-equilibrium geometry, with ωB97M-V/def2-TZVPD.

Its multiplicity is 1. The total charge is -2. The value obtained for the calculated total energy is -134439.6138 eV. As for the energy above the lowest of the compared OMol25 structures with the same formula, charge and spin: 25.1 kcal/mol. The value obtained for the gap between HOMO and LUMO (spin up / spin down) is 5.18 / 5.64 eV.

Atoms and positions in Å:
Y 0.01348 0.18422 0.24180
N -3.01773 -0.57364 -3.44763
C -2.50686 -0.89171 -2.21780
S -1.34358 -2.03487 -1.97549
N -3.20162 -0.25767 -1.19873
N -2.57432 -0.25948 -0.04368
C -3.43446 -0.12580 0.96563
C -3.19887 -0.43727 2.30628
C -4.29392 -0.35656 3.21465
C -4.20398 -0.82403 4.48875
C -2.99124 -1.43596 4.91304
C -1.91433 -1.53276 4.09004
C -1.93434 -0.98418 2.75715
O -0.89873 -0.97713 2.05284
H -2.39640 -0.80260 -4.20947
H -3.44276 0.34165 -3.48949
H -4.46042 0.10956 0.67930
H -5.21795 0.08519 2.85562
H -5.04262 -0.74873 5.16899
H -2.92572 -1.83172 5.92138
H -0.98846 -1.99238 4.41011
O 1.48328 0.15308 -1.61535
C 1.33008 -0.16349 -2.84387
C 2.22644 -1.06246 -3.49011
C 2.08172 -1.41392 -4.81359
C 1.06929 -0.86077 -5.60744
C 0.20432 0.04544 -5.01861
C 0.28999 0.38023 -3.66719
C -0.60230 1.37778 -3.11068
N -0.78577 1.52644 -1.85810
N -1.43823 2.70691 -1.50224
C -0.77516 3.22636 -0.49567
O 0.25334 2.71073 0.05220
C -1.29882 4.52628 0.04430
C -2.21507 5.30336 -0.66497
C -2.69840 6.48479 -0.12171
C -2.28248 6.89900 1.14155
C -1.38166 6.12318 1.85668
C -0.88865 4.94916 1.30303
H 3.01103 -1.49518 -2.87932
H 2.77319 -2.12956 -5.24802
H 0.97266 -1.12740 -6.65247
H -0.56991 0.52193 -5.61788
H -1.05600 2.10585 -3.79266
H -2.53847 4.95948 -1.63860
H -3.40769 7.08451 -0.68164
H -2.67000 7.81881 1.56595
H -1.05932 6.39305 2.85583
H -0.20696 4.33560 1.87550
Cl -3.26516 4.17170 3.84835
C -2.25136 2.84663 4.11014
Cl -2.18308 2.13741 5.64219
Cl 0.34618 4.44097 4.74543
C -1.58456 2.25707 3.04403
N -1.08949 1.72506 2.14830
N 1.12492 -1.77396 0.35245
P 2.19724 -2.47158 1.16170
C 2.73105 -4.07469 0.42977
C 2.12294 -4.42846 -0.77176
C 2.49404 -5.59736 -1.42498
C 3.47516 -6.41839 -0.88451
C 4.09140 -6.06814 0.31133
C 3.72067 -4.89742 0.96153
C 3.81040 -1.57865 1.26553
C 4.76223 -1.69734 2.27506
C 5.95514 -0.98558 2.20764
C 6.21001 -0.15959 1.12129
C 5.26302 -0.03403 0.11199
C 4.06521 -0.73188 0.18555
C 1.87797 -2.91349 2.92324
C 1.81128 -1.86874 3.84693
C 1.51134 -2.11003 5.17815
C 1.23673 -3.40547 5.60361
C 1.24835 -4.44556 4.68528
C 1.56845 -4.20004 3.35317
H 1.36779 -3.75508 -1.16661
H 2.01783 -5.86078 -2.36207
H 3.76512 -7.32917 -1.39616
H 4.86233 -6.70261 0.73348
H 4.20859 -4.62168 1.88999
H 4.57012 -2.33768 3.12966
H 6.68381 -1.07534 3.00561
H 7.13808 0.39844 1.07063
H 5.44542 0.62792 -0.72655
H 3.28710 -0.60047 -0.56337
H 1.96727 -0.85596 3.49582
H 1.46288 -1.28323 5.87753
H 0.99215 -3.59816 6.64176
H 1.00903 -5.45350 5.00401
H 1.57849 -5.02028 2.64494
C 2.80994 1.85751 3.99837
S 2.88493 1.71210 2.21157
C 2.51832 3.43068 1.86930
O 1.68237 0.89452 1.83809
H 1.82236 2.22694 4.28556
H 3.56135 2.58472 4.30895
H 3.03876 0.88279 4.42844
H 3.45314 3.98128 1.99919
H 1.75792 3.80111 2.56303
H 2.16609 3.47294 0.83920

---

Entry 2:
Computed, not measured: C44H38F5KPS2SbSe4Te as an isolated structure in a non-equilibrium geometry, with ωB97M-V/def2-TZVPD.

Its multiplicity is 1. The total charge is -2. The value obtained for the calculated total energy is -382334.4346 eV. The value obtained for the gap between HOMO and LUMO is 6.20 eV.

Atoms and positions in Å:
K 0.95486 0.22906 1.68655
Se -2.15790 0.10672 1.40412
P -2.03623 -1.82702 2.33823
Se -0.21071 -2.88069 2.65701
C -3.20048 -2.87136 1.37454
C -4.54003 -2.49916 1.28810
C -5.40474 -3.20162 0.46564
C -4.93743 -4.27359 -0.28575
C -3.60331 -4.64160 -0.20564
C -2.73544 -3.94145 0.62255
C -2.84534 -1.70741 3.97888
C -3.29833 -2.86633 4.60409
C -3.83395 -2.80144 5.87991
C -3.91180 -1.58280 6.54241
C -3.44068 -0.43167 5.92932
C -2.90529 -0.49276 4.64985
H -4.89051 -1.64640 1.85786
H -6.44555 -2.90630 0.39768
H -5.61441 -4.80998 -0.94080
H -3.23264 -5.47092 -0.79661
H -1.69007 -4.21552 0.69890
H -3.21883 -3.81459 4.08522
H -4.18399 -3.70504 6.36590
H -4.33236 -1.53582 7.54031
H -3.48464 0.51809 6.44839
H -2.53620 0.39859 4.15716
C 4.89965 -3.47947 0.87947
Se 4.21713 -2.53747 2.44947
C 5.68325 -1.24294 2.60916
C 5.96724 -0.53962 1.30247
Se 4.30272 0.20395 0.54371
C 5.17919 1.57618 -0.51862
H 5.94086 -3.76803 1.01947
H 4.78954 -2.84396 0.00271
H 4.28344 -4.36775 0.76168
H 6.56863 -1.77190 2.96757
H 5.34200 -0.53959 3.36549
H 6.40217 -1.23214 0.58089
H 6.65669 0.29657 1.43798
H 5.82426 1.12219 -1.26895
H 5.75271 2.23337 0.13336
H 4.37685 2.13383 -0.99329
F -0.10949 2.54845 3.95198
C 0.89679 2.06466 4.74917
C 1.67046 1.01514 4.29469
C 2.62955 0.64911 5.21545
F 3.49437 -0.37598 4.93398
C 2.83148 1.23222 6.45596
F 3.79782 0.80712 7.30588
C 2.02912 2.29036 6.83187
F 2.20751 2.90401 8.02051
C 1.04393 2.71431 5.96297
F 0.25790 3.75749 6.32365
Te -0.41804 -1.28728 -1.27867
C 0.38776 -2.38371 -2.88608
C -0.30183 -3.30932 -3.62021
C 0.48017 -3.95576 -4.61388
C 1.76830 -3.51878 -4.62710
S 2.03074 -2.33276 -3.40892
H -1.35069 -3.50680 -3.44070
H 0.08848 -4.71408 -5.27941
H 2.57877 -3.81598 -5.27445
S 1.75490 2.07670 -0.70898
Sb 0.08472 1.45879 -2.13139
C -1.95594 1.86248 -1.55382
C -3.04706 1.14124 -2.00896
C -4.32310 1.46819 -1.57051
C -4.50150 2.49677 -0.65719
C -3.40557 3.21154 -0.19361
C -2.13427 2.90518 -0.65579
C -0.10963 3.43652 -3.16480
C -1.10229 3.58720 -4.13150
C -1.33068 4.80691 -4.75257
C -0.56272 5.91306 -4.41252
C 0.42475 5.78454 -3.44643
C 0.64298 4.55706 -2.82991
C 0.79757 0.77576 -4.06483
C 0.02687 0.15002 -5.03196
C 0.55924 -0.09600 -6.29056
C 1.86948 0.25830 -6.57717
C 2.65250 0.85779 -5.59941
C 2.10871 1.13040 -4.35377
H -2.90692 0.30465 -2.68470
H -5.17748 0.90448 -1.92682
H -5.49444 2.73322 -0.29338
H -3.53591 3.99942 0.53828
H -1.27242 3.46356 -0.30281
H -1.72384 2.73742 -4.40454
H -2.11803 4.90152 -5.49318
H -0.74219 6.86942 -4.89115
H 1.01940 6.64629 -3.16202
H 1.40535 4.46415 -2.06341
H -0.98485 -0.17474 -4.81188
H -0.05078 -0.57199 -7.04975
H 2.28005 0.06242 -7.56102
H 3.68673 1.10714 -5.80664
H 2.70293 1.61594 -3.58440

---

Entry 3:
Computed, not measured: C44H38N7O4RhS4SbSe4 as an isolated structure in a non-equilibrium geometry, with ωB97M-V/def2-TZVPD.

Its multiplicity is 5. The total charge is -1. The value obtained for the calculated total energy is -379129.5452 eV. The value obtained for the gap between HOMO and LUMO (spin up / spin down) is 2.47 / 5.06 eV.

Atoms and positions in Å:
Rh -0.25265 -2.02751 -0.06142
N 0.19745 -0.18281 0.56728
S 0.83445 1.12199 0.38238
N 0.33785 1.98169 -0.94062
S -0.94755 1.55909 -1.71352
N -2.24315 1.34549 -0.88302
S -2.73665 -0.06181 -0.16832
N -2.07405 -1.34821 -0.42682
C -3.03675 0.48459 1.51118
C -3.30965 1.81929 1.76248
C -3.56345 2.22389 3.05938
C -3.52915 1.29939 4.09558
C -3.22875 -0.03141 3.83568
C -2.98465 -0.44171 2.53878
C -4.38475 -0.22951 -0.87282
C -4.77905 -1.50321 -1.25752
C -6.01305 -1.69081 -1.84902
C -6.84915 -0.60291 -2.06442
C -6.45075 0.66869 -1.67592
C -5.21935 0.85919 -1.07372
C -1.31245 2.99479 -2.65192
C -1.32295 3.02099 -4.04972
C -1.62305 4.19869 -4.69672
C -1.90975 5.35499 -3.97242
C -1.86755 5.32809 -2.57822
C -1.56685 4.16269 -1.91782
C -0.65085 0.13649 -2.75552
C 0.60215 -0.46421 -2.78912
C 0.77465 -1.60901 -3.55352
C -0.30695 -2.15941 -4.23062
C -1.56065 -1.56371 -4.16562
C -1.73975 -0.40951 -3.42272
C 0.41015 2.22409 1.72368
C -0.06755 1.71689 2.92078
C -0.46985 2.60089 3.90388
C -0.41205 3.96929 3.67378
C 0.06875 4.46209 2.46688
C 0.49435 3.58679 1.48758
C 2.63085 1.37679 0.26708
C 3.40955 1.08119 1.37228
C 4.76895 1.35039 1.32878
C 5.33245 1.90669 0.19158
C 4.54215 2.19989 -0.90772
C 3.18225 1.93939 -0.86922
H -3.30235 2.51919 0.94248
H -3.78155 3.26239 3.26908
H -3.72375 1.61789 5.11078
H -3.18495 -0.74921 4.64288
H -2.74655 -1.46921 2.31318
H -4.09355 -2.32041 -1.09012
H -6.31755 -2.68391 -2.14502
H -7.80425 -0.74521 -2.54872
H -7.10375 1.51309 -1.84812
H -4.89365 1.84269 -0.77682
H -1.09415 2.12089 -4.59962
H -1.63325 4.22749 -5.77562
H -2.15555 6.27039 -4.48622
H -2.07315 6.22569 -2.01392
H -1.52435 4.10729 -0.84152
H 1.43395 -0.01801 -2.25872
H 1.74385 -2.08831 -3.60872
H -0.16915 -3.07061 -4.79492
H -2.40025 -2.00561 -4.68442
H -2.70935 0.06369 -3.33522
H -0.11625 0.64609 3.05408
H -0.83705 2.21889 4.84428
H -0.74775 4.65369 4.43888
H 0.11115 5.52719 2.29108
H 0.87695 3.92419 0.53528
H 2.95745 0.64289 2.25058
H 5.39025 1.11029 2.17888
H 6.39505 2.09169 0.15218
H 4.98725 2.61409 -1.79902
H 2.54245 2.18529 -1.70382
N -0.45185 -6.00401 1.85718
C -0.37545 -4.73981 2.25578
N 0.55745 -4.38671 3.13708
S -1.55535 -3.60371 1.76648
H 0.33675 -6.62871 2.00428
H -1.11615 -6.26741 1.14278
H 1.36435 -4.99881 3.21718
H 0.75525 -3.38871 3.21048
Se 2.83725 -5.74421 1.03458
Sb 1.60835 -5.10731 -1.01982
Se -0.59475 -3.78961 -1.31772
Se 0.28275 -7.18611 -1.43792
Se 3.11375 -4.51421 -2.84292
O 1.56035 -2.00281 2.21218
C 2.24555 -2.24251 1.21478
O 1.73295 -2.50351 0.06678
C 3.72785 -2.22521 1.30228
C 4.33675 -2.64891 2.48128
C 5.71045 -2.55771 2.61318
C 6.46985 -1.98731 1.61478
C 5.84905 -1.53451 0.44888
C 4.47725 -1.69621 0.26838
N 6.61045 -0.83961 -0.51702
O 6.05435 -0.45411 -1.54732
O 7.79165 -0.58881 -0.25342
H 3.72735 -3.06551 3.26658
H 6.19045 -2.91671 3.50818
H 7.53825 -1.88021 1.71418
H 4.01525 -1.38051 -0.65482